Computed, not measured: a 2-piece molecular cluster, C10H21OS overall at a distorted geometry, with ωB97M-V/def2-TZVPD.

Each line ends with the natural charge from an NBO analysis.
Cartesian coordinates (Å):
C 1.5946 1.4691 0.8841  -0.675
C -4.8843 0.4885 -0.3316  -0.435
C -4.0837 -0.6443 -0.9088  -0.442
C -3.9446 1.5711 0.0036  -0.274
C -2.8475 -0.9661 -0.0872  -0.067
C -2.6765 1.2662 0.2625  0.096
C 4.6369 1.2768 -0.4425  -0.624
C 1.1790 -1.8063 0.6625  -0.646
C 3.7514 0.0868 -0.3212  -0.489
C 0.9543 -0.9316 -0.5129  -0.462
O -1.9820 0.0707 0.1539  -0.541
S 2.0254 0.5987 -0.6997  0.768
H 1.9695 0.8232 1.6626  0.237
H 2.2543 2.2977 0.8556  0.243
H -5.7334 0.8474 -0.9827  0.239
H -5.2519 0.1590 0.7364  0.218
H -4.7350 -1.4651 -0.8054  0.229
H -3.8895 -0.4986 -1.9845  0.215
H -4.1321 2.6384 0.2169  0.237
H 0.5968 1.6976 0.8531  0.251
H -3.0870 -1.3854 0.9147  0.186
H -2.3082 -1.7254 -0.7915  0.178
H -2.0270 2.0186 0.6092  0.170
H 4.6303 1.5811 -1.4998  0.232
H 4.4015 2.1081 0.1187  0.220
H 5.5479 0.8511 -0.0221  0.249
H 1.9924 -2.5017 0.6454  0.232
H 1.3220 -1.3674 1.5948  0.223
H 0.3522 -2.4418 0.6149  0.252
H 3.8568 -0.3356 0.6685  0.236
H 3.9583 -0.6416 -1.0370  0.242
H 0.0141 -0.4793 -0.5737  0.265
H 1.1194 -1.4433 -1.4073  0.238

Values from the calculation:
Calculated total energy: -866.71229 a.u.
LUMO level: -2.61 eV
ΔE to the lowest compared entry with this formula, charge and spin: 0.0 kcal per mole
Total charge: +1